No. 1
The following is a quantum chemistry calculation of a cluster of 11 separate species, C33H66O33 in total at a distorted geometry, from the OMol25 dataset.

Structure (XYZ):
```
132
Properties=species:S:1:pos:R:3
C -6.715 2.561 -7.387
O -5.334 2.454 -6.987
C -5.086 1.731 -5.865
O -5.920 1.070 -5.229
O -3.754 1.648 -5.603
C -3.177 1.269 -4.360
H -7.165 1.628 -7.049
H -6.900 2.861 -8.418
H -7.049 3.300 -6.658
H -2.193 1.649 -4.085
H -2.984 0.212 -4.546
H -3.858 1.259 -3.509
C 0.814 2.877 0.958
O 0.743 2.928 2.304
C 0.483 1.714 3.027
O -0.012 0.624 2.608
O 0.827 1.917 4.279
C 0.799 0.866 5.207
H 1.090 3.830 0.507
H -0.196 2.764 0.566
H 1.500 2.129 0.560
H 1.326 1.135 6.122
H 1.261 -0.062 4.869
H -0.183 0.625 5.616
C 4.299 0.624 4.878
O 3.872 -0.482 4.015
C 4.606 -1.626 3.998
O 5.545 -1.957 4.702
O 3.991 -2.404 3.123
C 4.472 -3.656 2.669
H 3.812 1.578 4.674
H 5.353 0.890 4.801
H 4.092 0.356 5.914
H 3.697 -4.204 2.131
H 4.633 -4.276 3.551
H 5.488 -3.553 2.286
C 0.708 -2.883 2.773
O 0.606 -4.021 3.623
C 0.020 -3.822 4.782
O -0.070 -2.649 5.335
O -0.371 -5.043 5.297
C -0.889 -4.934 6.622
H -0.104 -2.352 2.276
H 1.291 -3.258 1.932
H 1.293 -2.107 3.267
H -0.586 -5.901 7.025
H -1.970 -4.804 6.587
H -0.418 -4.151 7.217
C -1.918 4.473 -3.108
O -1.783 5.606 -3.995
C -2.817 6.003 -4.759
O -3.783 5.302 -5.097
O -2.579 7.314 -5.212
C -3.577 7.877 -6.052
H -1.167 3.735 -3.390
H -2.931 4.070 -3.107
H -1.635 4.863 -2.130
H -3.935 7.053 -6.668
H -3.173 8.637 -6.721
H -4.529 8.151 -5.597
C -6.160 1.310 3.498
O -4.958 1.017 2.808
C -4.770 -0.097 2.133
O -5.534 -0.982 1.856
O -3.433 -0.093 1.777
C -2.712 -1.223 1.198
H -6.862 1.991 3.016
H -5.877 1.817 4.420
H -6.648 0.397 3.841
H -1.736 -1.401 1.649
H -2.554 -1.004 0.142
H -3.215 -2.190 1.183
C -5.515 -2.494 -4.165
O -4.213 -1.950 -3.732
C -3.388 -2.728 -3.018
O -3.654 -3.934 -2.697
O -2.267 -2.097 -2.640
C -1.279 -2.888 -2.092
H -5.922 -1.732 -4.830
H -6.165 -2.591 -3.295
H -5.414 -3.388 -4.779
H -0.336 -2.351 -1.994
H -1.145 -3.745 -2.752
H -1.522 -3.341 -1.130
C -0.734 1.124 -1.830
O 0.624 0.861 -1.533
C 0.994 -0.103 -0.656
O 0.234 -0.967 -0.194
O 2.251 -0.009 -0.391
C 2.819 -0.556 0.828
H -1.213 0.286 -2.336
H -0.640 1.965 -2.517
H -1.437 1.487 -1.080
H 3.897 -0.419 0.744
H 2.677 -1.637 0.824
H 2.439 -0.272 1.809
C -5.892 0.769 -1.916
O -5.950 1.697 -0.860
C -4.927 2.613 -0.600
O -3.835 2.614 -1.048
O -5.373 3.515 0.333
C -4.535 4.166 1.294
H -6.783 0.148 -1.823
H -5.060 0.098 -1.702
H -5.893 1.241 -2.898
H -3.741 4.684 0.756
H -4.031 3.430 1.922
H -5.118 4.911 1.834
C 5.996 -4.831 -0.255
O 6.297 -3.846 -1.276
C 5.744 -2.605 -1.212
O 5.148 -2.076 -0.268
O 6.179 -2.093 -2.349
C 5.961 -0.716 -2.442
H 6.300 -4.493 0.736
H 6.379 -5.840 -0.409
H 4.921 -4.972 -0.137
H 6.481 -0.426 -3.355
H 6.301 -0.220 -1.533
H 4.890 -0.548 -2.552
C 10.399 -3.176 2.134
O 9.111 -2.636 1.870
C 8.921 -1.329 1.789
O 9.824 -0.476 1.938
O 7.590 -1.120 1.660
C 7.109 0.227 1.370
H 11.134 -2.659 1.518
H 10.382 -4.257 1.993
H 10.695 -2.865 3.136
H 6.154 -0.020 0.906
H 7.591 0.747 0.542
H 7.131 0.842 2.269
```

Calculated values
Molar mass in g/mol: 990.86
Net charge: 0
SMILES string: COC(=O)OC.COC(=O)OC.COC(=O)OC.COC(=O)OC.COC(=O)OC.COC(=O)OC.COC(=O)OC.COC(=O)OC.COC(=O)OC.COC(=O)OC.COC(=O)OC
ΔE to the lowest compared entry with this formula, charge and spin in kcal/mol: 137.0
Frontier orbital gap in eV: 10.83
F_max in eV/Å: 5.87
HOMO level in eV: -10.410

No. 2
The following is a quantum chemistry calculation of a cluster of 5 separate species, C33H69BrF9I2N5OP in total at a distorted geometry, from the OMol25 dataset.

Structure (XYZ):
```
121
Properties=species:S:1:pos:R:3
C 3.148 3.348 2.593
C 1.891 2.655 2.204
I 0.157 3.360 3.224
C 1.768 1.711 1.338
I 3.517 0.985 0.360
N 0.498 1.067 0.966
C 0.558 -0.387 1.434
C -0.511 -0.713 2.477
C -1.916 -0.901 1.891
F -1.839 -1.207 0.601
F -2.423 -1.979 2.473
C -2.933 0.263 2.138
F -3.835 -0.158 2.991
F -2.351 1.324 2.704
C -3.692 0.734 0.886
F -4.372 -0.278 0.417
F -2.856 1.152 -0.041
C -4.708 1.881 1.117
F -5.644 1.566 1.941
F -5.263 2.106 -0.055
F -4.118 2.980 1.470
P 0.102 1.183 -0.869
O 0.911 -0.035 -1.540
Br 1.033 3.120 -1.514
H 3.018 3.685 3.616
H 4.011 2.696 2.593
H 3.296 4.249 2.012
H -0.321 1.507 1.408
H 0.522 -1.109 0.628
H 1.499 -0.531 1.940
H -0.223 -1.687 2.860
H -0.469 -0.044 3.328
H 1.142 0.188 -2.461
C 3.870 -0.455 4.865
C 5.316 -0.129 4.518
N 6.023 0.582 5.559
C 7.307 1.109 5.122
C 8.400 0.111 4.722
C 6.014 -0.045 6.872
C 6.594 -1.460 6.997
H 3.313 0.452 5.116
H 3.382 -0.923 4.005
H 3.789 -1.151 5.700
H 5.301 0.499 3.621
H 5.824 -1.064 4.235
H 7.699 1.768 5.901
H 7.119 1.765 4.265
H 8.857 -0.360 5.591
H 9.197 0.634 4.191
H 8.028 -0.671 4.060
H 4.981 -0.068 7.230
H 6.526 0.613 7.577
H 6.284 -2.110 6.177
H 6.246 -1.918 7.924
H 7.681 -1.452 7.037
C 0.084 2.295 -9.139
C -0.075 1.457 -7.880
N 0.463 2.091 -6.689
C 0.534 1.195 -5.556
C -0.785 0.658 -4.980
C -0.030 3.426 -6.391
C -1.537 3.600 -6.165
H 1.131 2.549 -9.311
H -0.271 1.731 -10.002
H -0.495 3.218 -9.096
H 0.461 0.517 -8.039
H -1.138 1.193 -7.767
H 1.095 1.686 -4.750
H 1.149 0.336 -5.846
H -1.311 1.412 -4.393
H -0.580 -0.183 -4.307
H -1.458 0.290 -5.754
H 0.278 4.089 -7.203
H 0.502 3.812 -5.516
H -2.135 3.041 -6.885
H -1.810 4.652 -6.263
H -1.828 3.290 -5.163
C 3.701 -5.165 4.039
C 2.258 -5.151 4.521
N 1.288 -4.989 3.452
C -0.057 -4.720 3.936
C -0.773 -5.807 4.743
C 1.383 -5.944 2.358
C 1.246 -7.434 2.691
H 3.935 -4.257 3.478
H 4.374 -5.214 4.895
H 3.917 -6.027 3.408
H 2.148 -4.310 5.212
H 2.077 -6.062 5.110
H -0.687 -4.444 3.083
H -0.006 -3.817 4.557
H -1.137 -6.612 4.107
H -1.646 -5.379 5.240
H -0.137 -6.236 5.518
H 2.345 -5.794 1.861
H 0.643 -5.680 1.597
H 1.798 -7.711 3.590
H 1.644 -8.032 1.869
H 0.206 -7.728 2.822
C -7.525 1.612 -6.636
C -6.401 1.426 -5.628
N -5.805 2.673 -5.186
C -4.580 2.484 -4.432
C -4.667 1.764 -3.078
C -6.725 3.663 -4.651
C -7.579 3.270 -3.437
H -7.181 2.173 -7.506
H -7.875 0.638 -6.980
H -8.383 2.131 -6.207
H -5.622 0.827 -6.108
H -6.782 0.826 -4.787
H -4.104 3.458 -4.280
H -3.884 1.925 -5.066
H -5.079 2.406 -2.300
H -3.663 1.475 -2.751
H -5.265 0.854 -3.129
H -7.399 3.967 -5.455
H -6.164 4.570 -4.412
H -7.990 2.264 -3.527
H -8.421 3.958 -3.343
H -7.016 3.330 -2.506
```

Calculated values
Molar mass in g/mol: 1087.62
Net charge: +1
Frontier orbital gap in eV: 6.09
F_max in eV/Å: 2.52
HOMO level in eV: -9.620